1.
A cluster of 3 separate species, C3H13NO2 in total at a distorted geometry. Source: the OMol25 dataset; level of theory: the ωB97M-V functional and the def2-TZVPD basis.

Geometry as XYZ:
```
19
Properties=species:S:1:pos:R:3
C 0.542 0.263 -1.694
C 0.714 0.454 -0.153
N 0.642 -0.734 0.638
C 1.774 -0.666 1.610
H 1.417 0.228 -2.323
H -0.268 0.912 -2.098
H 0.022 -0.766 -1.703
H -0.236 1.087 0.086
H 1.498 1.156 0.009
H 0.601 -1.599 0.074
H 1.515 -0.765 2.688
H 2.426 -1.433 1.430
H 2.301 0.263 1.570
O -2.375 1.218 -1.495
H -2.541 0.310 -1.061
H -1.690 1.642 -1.192
O -2.399 -0.677 1.054
H -1.499 -1.070 1.279
H -2.443 0.176 1.281
```

Calculated values
Kohn-Sham gap, eV: 10.1
2S+1: 1
Charge: 0
Energy relative to the best compared isomer or geometry (same formula, charge and spin), kcal/mol: 57.1
SMILES: CCNC.O.O
E_LUMO, eV: 0.813
Highest occupied orbital energy, eV: -9.24

***

2.
A cluster of 3 separate species, C3H13NO2S in total at a distorted geometry. Source: the OMol25 dataset; level of theory: the ωB97M-V functional and the def2-TZVPD basis.

Geometry as XYZ:
```
20
Properties=species:S:1:pos:R:3
C -1.053 0.286 -0.007
N -0.808 -1.101 -0.315
C -0.024 -1.420 -1.463
C 1.448 -1.613 -1.170
S 2.400 -1.464 -2.736
H -0.285 0.752 0.618
H -1.007 0.824 -0.965
H -2.040 0.548 0.361
H -1.485 -1.768 -0.020
H -0.203 -0.726 -2.258
H -0.344 -2.355 -1.926
H 1.705 -2.464 -0.546
H 1.802 -0.747 -0.645
H 3.583 -1.218 -2.164
O -0.525 5.713 1.489
H 0.243 6.019 1.981
H -1.188 6.360 1.767
O -0.367 -2.130 2.642
H -0.698 -1.362 2.147
H -1.154 -2.136 3.212
```

Calculated values
Kohn-Sham gap, eV: 9.5
2S+1: 1
Charge: 0
Energy relative to the best compared isomer or geometry (same formula, charge and spin), kcal/mol: 30.2
SMILES: CNCCS.O.O
E_LUMO, eV: 0.791
Highest occupied orbital energy, eV: -8.66

***

3.
A cluster of 3 separate species, C3H13NO2S2 in total at a distorted geometry. Source: the OMol25 dataset; level of theory: the ωB97M-V functional and the def2-TZVPD basis.

Geometry as XYZ:
```
21
Properties=species:S:1:pos:R:3
C 3.083 -3.006 -1.731
S 1.322 -3.319 -1.572
S 0.023 -2.183 -2.421
C 0.333 -0.406 -1.935
C -0.518 -0.016 -0.638
N 0.408 0.878 0.322
H 3.482 -3.338 -2.650
H 3.417 -1.908 -1.470
H 3.535 -3.643 -0.974
H 0.012 -0.014 -2.932
H 1.389 -0.357 -1.670
H -0.982 -0.888 -0.249
H -1.395 0.643 -1.024
H 0.993 1.470 -0.278
H -0.278 1.469 0.927
O -3.806 2.502 3.288
H -3.909 1.752 3.989
H -4.675 2.747 2.961
O -0.875 2.205 2.485
H -0.081 2.506 2.888
H -1.478 2.907 2.683
```

Calculated values
Kohn-Sham gap, eV: 8.3
2S+1: 1
Charge: 0
Energy relative to the best compared isomer or geometry (same formula, charge and spin), kcal/mol: 50.2
SMILES: CSSCCN.O.O
E_LUMO, eV: 0.582
Highest occupied orbital energy, eV: -7.67

***

4.
A cluster of 3 separate species, C3H13NO2S2 in total at a distorted geometry. Source: the OMol25 dataset; level of theory: the ωB97M-V functional and the def2-TZVPD basis.

Geometry as XYZ:
```
21
Properties=species:S:1:pos:R:3
C 0.561 -1.188 3.260
N 0.709 -0.681 1.905
C -0.521 -0.086 1.410
C -0.273 0.601 0.089
S -0.273 -0.458 -1.390
S -1.962 -1.529 -1.513
H 0.361 -0.340 3.920
H 1.455 -1.731 3.520
H -0.295 -1.879 3.385
H 1.033 -1.370 1.240
H -1.356 -0.801 1.385
H -0.800 0.665 2.146
H 0.697 1.095 0.086
H -0.999 1.387 -0.110
H -2.902 -0.577 -1.682
O 3.475 1.357 1.937
H 3.806 0.636 1.389
H 2.960 0.872 2.594
O 0.180 3.334 -2.382
H 0.948 3.525 -1.826
H -0.418 4.077 -2.168
```

Calculated values
Kohn-Sham gap, eV: 9.2
2S+1: 1
Charge: 0
Energy relative to the best compared isomer or geometry (same formula, charge and spin), kcal/mol: 17.7
SMILES: CNCCSS.O.O
E_LUMO, eV: 0.622
Highest occupied orbital energy, eV: -8.56

***

5.
A cluster of 4 separate species, C3H13NO3 in total at a distorted geometry. Source: the OMol25 dataset; level of theory: the ωB97M-V functional and the def2-TZVPD basis.

Geometry as XYZ:
```
20
Properties=species:S:1:pos:R:3
C 0.946 4.083 0.242
C 0.147 3.584 1.564
C -0.482 2.301 1.595
N -1.060 1.991 2.934
H 1.944 3.760 0.152
H 0.929 5.183 -0.151
H 0.427 3.613 -0.566
H -0.057 4.358 2.331
H -0.658 1.650 0.728
H -2.079 1.847 2.962
H -1.001 2.781 3.646
H -3.871 -4.805 -2.237
H -2.845 -5.541 -3.004
O -3.540 -4.917 -3.140
H 4.954 0.853 -1.687
H 3.877 -0.331 -1.275
O 4.650 0.274 -0.959
H -0.267 -6.317 -1.482
H -0.980 -7.496 -0.456
O -1.034 -6.868 -1.197
```

Calculated values
Kohn-Sham gap (alpha / beta), eV: 1.6 / 9.3
2S+1: 2
Charge: -1
Energy relative to the best compared isomer or geometry (same formula, charge and spin), kcal/mol: 53.5
Expectation value of S²: 0.750
E_LUMO (alpha / beta), eV: 2.732 / 2.720
Highest occupied orbital energy (alpha / beta), eV: 1.09 / -6.58

***

6.
A cluster of 4 separate species, C3H13NO3 in total at a distorted geometry. Source: the OMol25 dataset; level of theory: the ωB97M-V functional and the def2-TZVPD basis.

Geometry as XYZ:
```
20
Properties=species:S:1:pos:R:3
C 0.842 -1.659 -2.239
C 0.637 -0.863 -0.991
C 1.485 0.064 -0.543
N 1.073 1.124 0.343
H 0.005 -1.520 -2.917
H 0.924 -2.733 -2.046
H 1.766 -1.367 -2.733
H -0.218 -1.077 -0.349
H 2.551 0.062 -0.763
H 1.779 1.838 0.396
H 0.953 0.755 1.294
O 0.081 -0.038 2.937
H -0.870 -0.200 2.843
H 0.494 -0.745 2.418
O -1.566 2.103 0.022
H -0.614 1.804 -0.036
H -1.636 2.472 -0.867
O -2.452 -0.174 1.417
H -3.163 -0.455 0.836
H -2.071 0.608 0.978
```

Calculated values
Kohn-Sham gap, eV: 9.6
2S+1: 1
Charge: 0
Energy relative to the best compared isomer or geometry (same formula, charge and spin), kcal/mol: 19.5
SMILES: C/C=C/N.O.O.O
E_LUMO, eV: 0.811
Highest occupied orbital energy, eV: -8.82

***

What is the energy relative to the best compared isomer or geometry (same formula, charge and spin) in the second record?
30.2 kcal/mol

***

What is the charge in the fourth record?
0